The following is a DFT calculation (wB97M-V/def2-TZVPD) of a structure of composition C2H3Br2N.

Calculated values
- Total charge: 0
- HOMO level (spin up / spin down): -9.71 / -8.81 eV
- LUMO (spin up / spin down): -0.5 / -3.6 eV
- Orbital gap (spin up / spin down): 9.207 / 5.237 eV

The geometry in XYZ format:
```
8
C2H3Br2N wB97M-V/def2-TZVPD
C -0.827 -1.381 -0.106
C -1.959 -1.832 -0.147
N 0.623 1.732 0.058
Br 0.813 -0.663 0.083
Br 3.919 0.507 -0.155
H 0.374 2.016 1.101
H -2.773 -2.320 -0.435
H -0.170 1.941 -0.399
```


The following is a DFT calculation (wB97M-V/def2-TZVPD) of an isolated molecule of H4S2Si.

Calculated values
- Total charge: 0
- HOMO level: -9.55 eV
- LUMO: 0.6 eV
- Orbital gap: 10.117 eV
- SMILES string: S[SiH2]S

The geometry in XYZ format:
```
7
H4S2Si wB97M-V/def2-TZVPD
S -1.779 0.515 -0.164
Si -0.014 -0.743 -0.103
S 1.784 0.515 -0.118
H -1.372 1.088 1.072
H 0.060 -1.439 1.306
H -0.388 -1.575 -1.264
H 1.709 1.638 -0.728
```


The following is a DFT calculation (wB97M-V/def2-TZVPD) of an isolated molecule of C2H4ClP.

Calculated values
- Total charge: 0
- HOMO level: -9.30 eV
- LUMO: 1.1 eV
- Orbital gap: 10.385 eV
- SMILES string: Cl[C@@H]1CP1

The geometry in XYZ format:
```
8
C2H4ClP wB97M-V/def2-TZVPD
Cl 0.506 1.563 -1.378
C -0.510 0.486 -0.458
C 0.130 -0.181 0.889
P -0.261 -1.345 -0.484
H -1.517 0.862 -0.345
H 1.161 0.060 1.088
H -0.526 -0.167 1.744
H 1.017 -1.278 -1.056
```


The following is a DFT calculation (wB97M-V/def2-TZVPD) of a cluster of 5 separate species, C38H40BF13IN4O10S in total.

Calculated values
- Total charge: -1
- HOMO level: -5.54 eV
- LUMO: 1.0 eV
- Orbital gap: 6.495 eV

The geometry in XYZ format:
```
108
C38H40BF13IN4O10S wB97M-V/def2-TZVPD
C 2.402 3.337 0.644
O 3.520 3.020 -0.153
C 3.206 2.216 -1.283
C 3.861 0.851 -1.182
C 3.061 -0.122 -0.272
C 1.873 -0.713 -1.068
B 0.982 -1.928 -0.385
C -0.071 -2.521 -1.512
C 0.274 -1.550 1.061
C -0.133 -0.088 1.292
C -1.519 0.281 0.771
F -2.079 -0.717 0.063
F -2.340 0.443 1.867
C -1.558 1.631 0.013
F -0.454 1.880 -0.715
F -1.602 2.602 0.967
C -2.832 1.897 -0.856
F -2.865 3.224 -1.076
F -3.905 1.619 -0.082
C -2.937 1.017 -2.152
F -3.849 0.046 -1.908
F -1.784 0.379 -2.426
S -3.514 1.933 -3.726
F -2.378 3.016 -3.494
F -2.497 1.110 -4.625
F -4.605 0.839 -4.065
F -4.587 2.753 -2.917
F -3.942 2.728 -5.021
C 2.080 -3.198 -0.068
C 1.495 -4.540 -0.171
O 0.723 -5.083 0.564
I 2.120 -5.717 -1.968
H 2.086 2.489 1.257
H 1.560 3.654 0.029
H 2.709 4.135 1.312
H 3.570 2.698 -2.194
H 2.131 2.110 -1.418
H 3.833 0.400 -2.172
H 4.906 0.926 -0.887
H 2.736 0.389 0.633
H 3.804 -0.864 0.043
H 2.193 -1.061 -2.050
H 1.174 0.120 -1.218
H 0.419 -2.993 -2.361
H -0.830 -3.171 -1.075
H -0.639 -1.672 -1.908
H 1.005 -1.767 1.841
H -0.553 -2.231 1.259
H -0.165 0.069 2.369
H 0.618 0.613 0.945
H 2.813 -3.124 -0.856
H 2.599 -3.057 0.869
C -6.643 0.700 0.860
C -6.988 0.023 -0.302
C -7.966 -0.957 -0.270
C -8.590 -1.242 0.931
C -8.255 -0.583 2.099
C -7.274 0.393 2.059
N -9.646 -2.264 0.965
O -9.909 -2.840 -0.069
O -10.197 -2.470 2.027
H -5.887 1.466 0.833
H -6.495 0.261 -1.234
H -8.236 -1.487 -1.172
H -8.749 -0.823 3.029
H -7.001 0.919 2.964
C -4.559 -0.301 6.597
C -3.997 -0.333 5.329
C -2.631 -0.508 5.178
C -1.847 -0.651 6.307
C -2.388 -0.615 7.579
C -3.754 -0.438 7.721
N -0.397 -0.855 6.151
O 0.048 -0.862 5.027
O 0.262 -1.003 7.162
H -5.627 -0.170 6.712
H -4.622 -0.226 4.452
H -2.196 -0.535 4.189
H -1.758 -0.724 8.450
H -4.193 -0.410 8.709
C 9.415 -3.866 0.856
C 8.488 -3.398 1.777
C 7.198 -3.095 1.372
C 6.856 -3.268 0.045
C 7.766 -3.726 -0.888
C 9.055 -4.025 -0.476
N 5.481 -2.967 -0.386
O 4.711 -2.546 0.454
O 5.207 -3.155 -1.551
H 10.420 -4.107 1.176
H 8.769 -3.273 2.814
H 6.473 -2.731 2.085
H 7.480 -3.851 -1.921
H 9.778 -4.387 -1.194
C 0.703 5.274 -4.640
C 0.509 3.929 -4.356
C 1.561 3.033 -4.481
C 2.795 3.507 -4.889
C 3.003 4.842 -5.180
C 1.947 5.729 -5.054
N 3.922 2.569 -5.010
O 3.711 1.402 -4.775
O 4.998 3.026 -5.343
H -0.119 5.970 -4.535
H -0.458 3.580 -4.035
H 1.416 1.984 -4.262
H 3.973 5.191 -5.501
H 2.096 6.777 -5.277
```


The following is a DFT calculation (wB97M-V/def2-TZVPD) of a cluster of 2 separate species, C4H10O in total.

Calculated values
- Total charge: 0
- HOMO level: -9.60 eV
- LUMO: 0.9 eV
- Orbital gap: 10.493 eV
- SMILES string: C=C(C)C.O

The geometry in XYZ format:
```
15
C4H10O wB97M-V/def2-TZVPD
C 0.485 -1.207 -0.876
C -0.329 -0.379 -0.215
C -0.790 -0.661 1.192
C -0.850 0.891 -0.840
H 0.815 -0.993 -1.891
H 0.861 -2.119 -0.418
H -0.127 -1.365 1.703
H -0.822 0.260 1.784
H -1.801 -1.088 1.179
H -1.872 0.743 -1.207
H -0.883 1.704 -0.105
H -0.235 1.212 -1.688
O 1.987 1.018 0.839
H 1.770 0.239 0.305
H 1.790 1.746 0.237
```


The following is a DFT calculation (wB97M-V/def2-TZVPD) of a cluster of 2 separate species, C14H16O in total.

Calculated values
- ⟨S²⟩: 0.77
- Total charge: +1
- HOMO level (spin up / spin down): -11.26 / -11.25 eV
- Spin multiplicity: 2
- LUMO (spin up / spin down): -4.1 / -7.5 eV
- Orbital gap (spin up / spin down): 7.182 / 3.789 eV

The geometry in XYZ format:
```
31
C14H16O wB97M-V/def2-TZVPD
C 0.221 2.634 0.950
C -2.767 0.587 1.923
C -2.099 1.692 1.398
C -2.365 0.007 3.165
C -0.783 1.987 1.765
C -1.292 0.594 3.751
C -0.365 1.469 3.019
H -3.558 0.037 1.304
H -2.598 2.138 0.458
H -2.970 -0.749 3.552
H -1.049 0.145 4.642
H 0.415 1.832 0.093
H 1.190 2.789 1.422
H 0.629 1.870 3.364
H -0.115 3.537 0.476
C -0.432 0.461 -3.612
C 1.460 0.273 -1.848
C 0.585 -0.248 -2.782
C 1.842 -0.564 -0.786
C 1.838 -1.998 -1.095
C 0.455 -1.626 -2.985
C 1.110 -2.560 -2.117
O 2.257 -2.825 -0.167
H 1.555 1.270 -1.722
H 2.325 -0.152 0.084
H -1.193 -0.238 -3.985
H 0.193 0.717 -4.476
H -0.098 -2.117 -3.779
H 2.563 -2.408 0.601
H 1.219 -3.710 -2.118
H -1.009 1.390 -3.060
```


ΔE to the lowest compared entry with this formula, charge and spin, respectively: 582.3, 30.0, 71.0, 40.9, 65.0, 329.6 kJ/mol.